(1)
C41H48N13O4SSr | ωB97M-V with the def2-TZVPD basis set

Calculated values
Highest occupied orbital energy, eV: -10.72
Energy relative to the best compared isomer or geometry (same formula, charge and spin), kJ/mol: 46.9
Lowest unoccupied orbital energy, eV: -2.0352
Spin multiplicity: 1
Max |F|, eV/Å: 1.54
Charge: +1
Gap between HOMO and LUMO, eV: 8.69

CARTESIAN COORDINATES (ANGSTROEM)
N  0.78  -2.54  2.65
O  -0.41  3.79  2.21
H  -2.81  0.74  3.05
N  1.07  0.22  3.51
C  -3.19  -0.11  2.49
H  0.42  0.16  -7.88
O  1.77  1.57  0.68
C  -2.76  -2.39  1.89
H  -1.91  -0.92  -3.04
H  1.58  -0.98  6.40
C  4.72  4.35  1.16
C  1.23  2.93  0.63
H  -2.58  2.71  -1.65
C  1.42  0.98  5.59
C  1.18  1.35  4.31
C  -0.30  4.52  -2.45
H  1.43  -5.39  4.20
C  2.21  -0.74  -7.16
H  1.05  2.35  3.92
C  4.50  5.44  1.99
H  -2.07  -3.23  2.03
H  1.80  -3.29  5.56
H  -1.82  -0.73  4.63
C  0.29  3.80  -3.48
N  -4.53  -0.46  2.93
C  -4.98  -1.63  2.18
C  0.51  -1.96  -5.21
H  0.59  -4.48  1.75
N  4.01  -2.80  -4.94
H  3.02  6.60  3.02
S  -1.39  0.71  -1.48
C  2.34  3.85  1.16
H  -0.67  -2.85  -0.81
C  -1.71  0.15  -3.17
C  0.84  -3.92  2.63
C  2.53  -3.67  -3.27
H  -4.67  1.78  -2.64
C  2.72  -1.61  -6.19
N  4.02  -2.03  -5.95
H  -0.45  4.80  -0.33
C  1.35  -2.52  -1.36
H  3.35  -0.33  -0.23
H  -2.80  -2.12  0.83
H  1.61  -4.26  -3.33
H  -0.32  -3.36  -2.44
C  1.26  -4.39  3.83
O  -0.82  1.87  1.16
C  2.13  4.96  1.97
N  1.59  -1.54  -0.52
H  0.05  4.02  -4.51
H  -1.52  -2.44  4.21
C  -4.01  -3.09  3.78
C  0.86  -0.50  -7.14
C  3.42  -1.87  -1.78
C  1.16  -2.20  3.86
H  4.37  -1.84  -2.28
C  -0.12  2.91  1.43
N  1.46  -3.28  4.62
H  3.83  2.74  0.07
H  5.72  4.11  0.82
H  -0.14  -2.42  -4.49
H  3.38  -4.34  -3.15
H  -1.01  5.31  -2.68
H  -4.24  0.16  -2.09
N  2.74  -2.96  -4.50
H  -5.03  -1.38  1.12
C  1.89  -2.20  -5.25
C  0.93  3.23  -0.83
C  1.23  -0.80  4.32
H  -5.98  -1.91  2.52
H  1.56  1.55  6.50
H  -1.04  -0.89  -6.20
C  0.02  -1.11  -6.17
O  -1.63  -0.54  -0.59
C  -4.44  -0.83  4.35
H  -3.44  0.33  -4.47
H  5.33  6.05  2.31
H  -5.43  -1.11  4.71
C  3.21  5.74  2.38
H  -3.22  0.16  1.43
H  2.86  -0.29  -7.90
H  2.23  1.73  -1.62
H  -3.33  -3.94  3.92
H  -2.66  1.86  -4.09
H  -0.81  0.29  -3.77
N  2.43  -2.76  -2.15
C  -2.89  1.69  -1.40
N  -3.52  -1.96  4.57
N  -4.09  -2.78  2.35
H  1.69  2.24  -3.98
C  1.22  2.80  -3.18
H  2.36  1.56  1.44
C  -3.83  1.11  -2.45
H  -5.00  -3.38  4.14
H  -3.20  1.68  -0.36
H  0.24  -4.34  -1.09
N  1.46  -0.40  5.59
C  3.65  3.57  0.74
C  2.89  -1.14  -0.78
N  -2.23  -1.23  2.64
C  1.54  2.52  -1.86
C  0.09  -3.31  -1.43
C  -2.20  -1.59  4.07
C  0.02  4.24  -1.13
Sr  -0.04  -0.27  1.14
C  -2.95  0.89  -3.67
H  -4.10  0.03  4.92
H  1.13  5.21  2.28

Results of the Löwdin charge analysis, in e, for atoms 1 through 5:
1 N 0.0674
2 O 0.0526
3 H 0.1342
4 N 0.0404
5 C -0.1799

---

(2)
C41H48N13O4SSr | ωB97M-V with the def2-TZVPD basis set

Calculated values
Highest occupied orbital energy, eV: -10.81
Energy relative to the best compared isomer or geometry (same formula, charge and spin), kJ/mol: 188.0
Lowest unoccupied orbital energy, eV: -2.2057
Spin multiplicity: 1
Max |F|, eV/Å: 3.00
Charge: +1
Gap between HOMO and LUMO, eV: 8.60

CARTESIAN COORDINATES (ANGSTROEM)
C  -0.84  4.44  3.44
H  -2.09  -4.09  3.91
N  -2.86  -2.32  4.71
C  -1.04  -0.18  4.56
C  4.60  1.32  2.48
N  -1.32  -0.01  -4.51
C  -1.90  -3.42  4.75
C  2.09  0.29  -5.30
C  3.29  1.16  2.05
H  -1.43  2.23  -2.00
C  -1.37  0.58  -3.29
H  2.47  -3.32  -2.68
H  4.91  -1.24  -6.42
C  3.21  -2.54  -2.48
H  -2.75  -1.98  6.77
H  -1.85  6.26  2.93
H  -1.60  -2.48  -2.42
C  3.01  -1.49  -7.35
H  0.29  2.65  3.69
C  1.67  -1.11  -7.27
H  -2.82  -2.22  2.63
H  1.57  -1.05  -2.53
H  4.12  0.29  -4.67
H  3.79  -2.38  -3.39
C  3.09  3.54  1.81
H  2.51  4.41  1.54
N  -1.27  -1.03  3.38
C  4.09  -2.96  -1.30
C  2.52  2.27  1.71
C  1.23  -0.23  -6.27
H  -0.46  -2.61  6.76
H  -1.79  -3.90  0.12
N  -2.82  0.97  0.48
H  -1.36  6.04  0.51
H  -2.04  -3.98  5.68
Sr  -0.69  -0.25  0.00
O  0.71  -1.97  -0.16
C  -1.42  -1.38  -4.32
N  0.58  -1.45  -8.05
C  5.16  2.58  2.58
C  -1.01  5.29  1.21
N  -4.57  -2.25  -0.04
H  1.75  0.96  -4.52
C  -0.34  -2.18  3.46
C  -1.09  0.62  -5.80
O  1.80  2.91  -1.00
C  -0.08  3.37  2.97
N  -1.50  -0.33  -2.35
C  -1.29  5.41  2.56
C  4.40  3.69  2.24
H  3.71  -2.88  0.86
O  0.86  0.89  -0.90
H  -3.34  -0.73  3.44
N  -0.45  -0.86  -7.60
H  -2.10  2.57  -3.61
H  -5.93  0.39  0.24
H  -1.05  4.52  4.50
H  -3.30  -0.59  5.81
H  0.69  -1.81  3.42
N  -5.01  0.78  0.34
N  -0.10  -0.10  -6.53
H  4.90  -2.23  -1.18
H  3.35  -2.16  -8.12
C  -2.60  -1.43  5.84
C  -2.62  -3.21  0.09
H  2.49  -3.77  -0.06
C  3.86  -0.97  -6.40
H  0.42  0.86  2.55
H  -5.56  -2.10  -0.15
H  -4.49  -4.38  -0.27
H  -1.42  -2.07  -5.14
N  -0.52  -2.94  4.69
H  -0.52  -2.83  2.60
H  4.83  4.68  2.31
H  -1.99  0.63  -6.40
C  -3.95  -3.47  -0.10
H  -2.78  3.09  0.76
C  -1.31  2.05  -3.06
C  -3.62  -1.31  0.18
C  -3.82  0.12  0.33
C  -0.30  -2.05  5.83
C  3.18  -2.93  -0.08
H  3.17  -0.40  -2.11
C  -3.38  2.21  0.60
C  1.27  1.99  -0.40
N  -2.43  -1.87  0.26
C  -2.64  -1.56  3.48
H  -0.75  1.64  -5.62
N  -1.23  -0.91  5.82
H  -0.01  4.15  -0.31
H  -1.73  0.66  4.53
C  2.51  -1.27  -2.03
S  2.12  -1.43  -0.25
H  -5.52  2.85  0.56
H  5.18  0.44  2.73
H  2.86  0.18  1.98
C  -0.26  4.22  0.74
H  0.72  -1.68  5.81
C  3.41  -0.10  -5.39
H  4.54  -3.94  -1.44
C  -4.74  2.11  0.52
O  0.52  0.85  1.59
H  -0.34  2.46  -3.37
C  0.22  3.25  1.62
H  6.18  2.70  2.92
C  -1.52  -1.56  -2.98
C  1.11  2.10  1.17
H  -0.01  0.19  4.54

Results of the Löwdin charge analysis, in e, for atoms 1 through 5:
1 C -0.0636
2 H 0.1265
3 N -0.0835
4 C -0.1834
5 C -0.0752

---

(3)
C41H49AsFeN4O3P | ωB97M-V with the def2-TZVPD basis set

Calculated values
Highest occupied orbital energy (spin up / spin down), eV: -7.32 / -7.37
Energy relative to the best compared isomer or geometry (same formula, charge and spin), kJ/mol: 0.0
Lowest unoccupied orbital energy (spin up / spin down), eV: 0.5272 / -0.2145
Spin multiplicity: 6
Max |F|, eV/Å: 0.29
Charge: 0
Gap between HOMO and LUMO (spin up / spin down), eV: 7.84 / 7.16

CARTESIAN COORDINATES (ANGSTROEM)
H  -0.18  -0.10  -4.49
H  -0.84  -3.65  4.68
H  2.78  -2.70  -3.94
C  -0.07  3.38  4.08
H  3.30  0.04  3.53
H  -8.10  -1.56  -3.05
H  0.22  2.92  7.27
H  -0.29  3.54  0.84
C  -2.99  -0.14  -2.23
H  -2.02  0.57  2.40
C  -1.40  1.77  -2.41
C  1.42  1.06  3.76
C  -2.12  2.24  -5.05
N  -0.15  -0.88  1.11
Fe  -0.85  -1.60  -0.56
C  -2.40  1.00  -3.00
H  5.03  -1.81  -0.19
C  3.31  1.60  0.29
H  2.03  1.32  -3.27
C  0.65  2.89  5.16
N  -2.23  -3.12  0.45
H  -3.17  -2.81  0.23
H  1.00  -1.16  -5.33
O  -0.42  -5.56  -1.30
C  -2.05  -1.87  4.75
H  1.93  -0.84  2.87
H  3.23  -2.37  -2.24
C  -1.13  3.00  -4.46
H  -0.63  3.78  -5.03
C  0.40  -1.03  -4.42
H  1.98  -2.48  -0.25
C  4.54  -0.84  -0.06
C  -1.10  -2.72  4.19
H  7.01  -0.77  -1.00
H  7.38  0.61  0.03
C  -2.37  -0.69  4.10
H  3.25  0.44  -2.32
C  -0.05  2.74  2.84
H  -2.10  -3.15  1.46
H  5.18  2.45  -0.31
H  -3.54  0.65  -4.78
C  -6.72  0.07  -2.91
H  1.64  3.86  6.81
H  3.41  3.74  0.12
C  2.71  2.97  0.44
O  0.62  -0.74  -1.72
C  2.39  -2.48  -2.94
H  0.02  4.48  6.46
C  4.64  1.53  -0.13
N  -1.95  -4.35  -0.16
H  3.37  -2.91  0.75
C  0.63  3.58  6.50
H  2.15  -0.76  4.61
H  -1.30  4.30  2.07
H  -4.01  -2.61  -2.32
H  -3.11  -0.02  4.52
C  -2.77  1.25  -4.32
H  1.74  -3.29  -2.60
C  -4.42  -0.52  -2.50
H  3.19  0.25  -4.10
P  1.44  -0.96  -2.97
H  -1.11  1.57  -1.39
N  -2.31  -0.78  -1.38
H  -2.54  -2.14  5.68
C  0.70  1.57  2.67
H  0.28  -3.03  2.57
O  -0.29  -3.32  -1.31
C  -5.39  0.44  -2.73
C  -0.77  -1.17  2.34
H  2.43  3.18  1.48
H  1.80  3.08  -0.16
C  -0.47  -2.37  3.00
H  1.94  1.31  5.81
C  5.28  0.31  -0.32
C  -7.07  -1.27  -2.90
C  -1.75  -0.35  2.91
C  2.59  0.39  -3.19
H  -0.30  -1.86  -4.32
C  2.59  -2.17  0.60
C  1.38  1.72  4.98
C  3.22  -0.82  0.37
H  -7.47  0.83  -3.07
H  -0.01  3.38  -2.66
H  -0.65  4.29  4.20
H  -6.36  -3.29  -2.69
H  -5.12  1.49  -2.74
H  6.88  0.87  -1.64
C  -0.87  3.36  1.74
H  -2.23  -5.20  0.32
H  1.92  -2.18  1.46
H  -1.70  2.71  1.44
C  -0.81  -4.46  -0.96
C  2.58  0.42  0.54
C  -0.77  2.77  -3.13
As  0.65  0.79  0.85
H  -2.40  2.41  -6.08
C  -6.09  -2.24  -2.69
C  -4.78  -1.87  -2.48
C  6.71  0.25  -0.76
C  2.24  -0.20  3.68

Results of the Löwdin charge analysis, in e, for atoms 1 through 5:
1 H 0.0399
2 H 0.1012
3 H 0.0622
4 C -0.0182
5 H 0.0948

---

(4)
C41H49BCaO2P2 | ωB97M-V with the def2-TZVPD basis set

Calculated values
Highest occupied orbital energy (spin up / spin down), eV: -5.54 / -5.52
Energy relative to the best compared isomer or geometry (same formula, charge and spin), kJ/mol: 402.6
Lowest unoccupied orbital energy (spin up / spin down), eV: -0.7857 / -0.7791
Spin multiplicity: 1
Max |F|, eV/Å: 2.13
Charge: 0
Gap between HOMO and LUMO (spin up / spin down), eV: 4.75 / 4.74

CARTESIAN COORDINATES (ANGSTROEM)
H  2.97  -0.34  -0.10
C  -2.11  -3.87  -11.45
H  2.79  -0.09  -13.77
C  -0.38  -5.48  -10.96
H  -1.94  1.44  1.95
H  -1.12  0.94  3.22
H  -3.41  3.31  -0.03
H  3.51  2.78  -9.74
H  0.77  1.97  3.68
H  -0.97  -0.18  4.53
C  2.78  0.86  -10.46
C  -1.37  2.99  -0.48
C  -2.28  1.83  -2.55
C  -2.50  2.98  0.50
C  -2.65  -2.47  -4.67
C  1.32  1.06  3.96
H  4.04  0.44  -1.21
H  0.25  2.51  -8.36
C  -1.58  -1.57  -4.70
H  -3.73  -4.02  -5.72
H  2.38  1.21  3.77
H  -1.46  -0.68  -9.10
C  2.56  0.07  -11.62
C  1.31  3.92  -7.15
C  -0.75  -1.53  -5.81
C  -3.53  0.36  -0.77
Ca  1.51  -0.98  -2.33
C  -1.51  2.92  -1.81
H  3.78  2.19  -13.99
H  -2.07  -2.05  -10.32
H  3.47  -0.68  3.77
H  -4.16  2.28  -1.54
H  0.13  1.12  -9.82
C  -0.52  -3.42  -9.64
C  3.68  2.63  -11.89
H  3.22  -2.33  4.38
B  1.23  -1.08  1.17
C  0.47  0.25  -9.25
H  -3.33  -2.47  -3.81
C  2.74  -1.36  4.22
C  -1.60  -3.02  -10.45
C  1.17  2.71  -7.82
H  0.51  4.66  -7.20
H  -1.34  -0.78  2.87
C  -0.37  -0.77  -8.95
C  1.41  -1.48  3.46
C  2.93  0.54  -12.88
H  -4.13  0.86  -2.65
H  2.49  -1.00  5.23
H  0.04  -0.78  -5.89
H  -2.49  2.25  -3.57
H  -1.61  0.91  -2.72
H  -3.66  1.88  1.84
H  1.04  -3.39  4.31
C  2.93  0.35  -0.99
C  3.49  1.82  -13.01
C  0.74  -0.09  3.19
H  -2.15  -4.06  -7.65
H  1.01  -4.94  -9.39
H  2.08  -0.91  -11.54
C  2.22  1.78  -7.80
H  -2.51  -0.43  0.85
C  -1.51  -5.11  -11.70
O  1.57  -2.04  2.14
H  0.41  -2.07  5.31
C  -2.75  1.68  1.26
H  -1.90  -5.76  -12.48
H  4.08  3.64  -11.97
H  2.56  5.10  -5.84
H  1.15  0.90  5.03
H  -0.38  3.05  -0.02
C  -3.59  1.39  -1.85
C  -2.01  -3.36  -6.83
H  -4.08  -0.56  -0.99
H  2.72  1.37  -0.55
H  -0.46  -2.53  3.83
C  3.49  3.21  -6.33
P  2.19  0.20  -8.78
C  3.35  2.14  -10.62
H  4.39  3.40  -5.74
C  -0.75  -0.06  3.46
C  0.54  -2.42  4.26
C  2.47  4.17  -6.40
H  -1.42  -0.87  -3.88
C  -2.96  0.47  0.44
C  -0.96  -2.43  -6.87
H  -2.98  -3.55  -12.04
C  3.37  2.01  -7.03
O  0.95  0.13  1.78
P  0.22  -2.35  -8.31
H  0.12  -6.44  -11.17
C  0.12  -4.65  -9.95
C  -2.88  -3.35  -5.73
H  4.16  1.26  -6.99
H  -0.85  3.52  -2.45
H  -2.26  3.76  1.25

Results of the Löwdin charge analysis, in e, for atoms 1 through 5:
1 H -0.1052
2 C -0.0812
3 H 0.1054
4 C -0.0894
5 H 0.0618